Record 1
{"formula": "C47H63BrN2P2SSiTi", "method": "ωB97M-V with the def2-TZVPD basis set", "species": ["Br", "Ti", "S", "P", "P", "Si", "N", "N", "C", "C", "C", "C", "C", "C", "C", "C", "C", "C", "C", "C", "C", "C", "C", "C", "C", "C", "C", "C", "C", "C", "C", "C", "C", "C", "C", "C", "C", "C", "C", "C", "C", "C", "C", "C", "C", "C", "C", "C", "C", "C", "C", "C", "C", "C", "C", "H", "H", "H", "H", "H", "H", "H", "H", "H", "H", "H", "H", "H", "H", "H", "H", "H", "H", "H", "H", "H", "H", "H", "H", "H", "H", "H", "H", "H", "H", "H", "H", "H", "H", "H", "H", "H", "H", "H", "H", "H", "H", "H", "H", "H", "H", "H", "H", "H", "H", "H", "H", "H", "H", "H", "H", "H", "H", "H", "H", "H", "H", "H"], "positions_angstrom": [[1.153, 1.932, 2.331], [-0.059, 0.125, -0.116], [-0.632, 2.521, -0.650], [-2.075, 0.021, 1.906], [-0.761, -2.347, -0.911], [0.783, -1.505, 1.763], [0.102, 0.656, -2.303], [2.069, 0.817, 0.004], [-0.221, 1.963, -2.237], [0.436, 0.129, -3.497], [0.039, -3.245, 1.551], [0.047, -1.076, 5.860], [2.514, -3.590, -1.296], [-1.857, -0.160, 4.726], [-1.242, -0.378, 3.489], [-1.447, -4.765, 0.373], [-3.638, -0.991, 1.950], [-3.380, -2.466, 2.339], [4.272, 1.044, -0.893], [4.661, 1.798, 0.203], [-4.548, 3.282, 1.130], [-2.976, 2.512, 3.241], [-2.533, -2.219, -1.436], [-2.831, -0.810, -1.981], [0.978, -5.519, -1.624], [-5.869, -2.643, 2.090], [-4.652, -3.161, 2.847], [0.191, -3.137, -2.301], [-0.213, 2.775, -3.380], [-1.352, -5.681, 1.405], [1.677, -2.731, -2.238], [-4.786, -0.452, 2.818], [-4.248, -0.705, -2.580], [-3.623, 4.390, 1.617], [-6.090, -1.150, 2.405], [0.460, 0.861, -4.657], [2.979, 0.577, -0.951], [2.430, -5.058, -1.694], [-3.732, 2.014, 0.852], [2.449, 1.582, 1.019], [3.732, 2.076, 1.184], [-3.041, 4.032, 2.997], [2.641, -1.686, 2.080], [0.136, -4.197, 2.575], [-5.178, -1.748, -1.973], [-1.217, -0.504, 5.906], [0.127, 2.219, -4.591], [-3.144, -3.239, -2.402], [0.062, -4.662, -2.502], [0.646, -1.326, 4.636], [-2.635, 1.798, 1.929], [-4.680, -3.166, -2.302], [-0.543, -5.401, 2.505], [0.014, -1.002, 3.431], [-0.747, -3.556, 0.441], [-1.746, 2.313, 1.567], [-4.144, 5.348, 1.664], [3.192, -1.834, 1.145], [-6.199, -1.613, -2.333], [-3.924, 2.153, 3.651], [0.732, 0.388, -5.592], [-1.703, -0.323, 6.859], [-2.597, -2.537, 3.091], [2.821, -5.183, -2.711], [5.675, 2.168, 0.291], [2.644, -0.012, -1.785], [2.156, -3.476, -0.267], [-2.077, -4.993, -0.479], [-3.241, 2.111, -0.115], [3.054, -5.671, -1.040], [4.960, 0.812, -1.695], [3.548, -3.235, -1.309], [3.045, -0.789, 2.566], [-5.082, 3.578, 0.225], [0.689, -0.922, -3.506], [-5.314, 3.083, 1.888], [-0.454, -6.124, 3.309], [0.739, -3.984, 3.455], [-3.015, -3.010, 1.473], [2.867, -2.541, 2.728], [-2.101, -0.551, -2.749], [-5.023, -3.863, -1.533], [-4.788, -2.981, 3.919], [-4.564, -0.664, 3.866], [0.137, 2.828, -5.488], [-1.902, -6.615, 1.357], [3.975, 2.664, 2.058], [-0.475, 3.820, -3.282], [-2.710, -0.073, -1.177], [0.315, -4.858, -3.551], [-3.990, -0.966, 0.912], [-4.202, -0.859, -3.662], [-2.840, 0.285, 4.775], [-5.699, -2.783, 1.016], [-5.118, -3.508, -3.242], [-3.641, 4.488, 3.787], [-6.507, -0.640, 1.532], [-4.539, -4.241, 2.733], [-0.261, -2.675, -3.186], [2.103, -2.801, -3.247], [1.752, -1.688, -1.934], [-0.973, -4.988, -2.384], [1.632, -1.788, 4.623], [-2.817, -4.259, -2.211], [-4.405, 1.160, 0.773], [-2.037, 4.455, 3.095], [-2.220, 2.309, 3.995], [-4.635, 0.305, -2.433], [-6.763, -3.219, 2.331], [0.885, -6.560, -1.941], [-2.818, 4.513, 0.885], [-4.910, 0.625, 2.739], [0.558, -1.340, 6.780], [-6.825, -1.038, 3.205], [-5.223, -1.603, -0.887], [-3.047, -2.329, -0.474], [-2.809, -2.999, -3.417], [0.652, -5.483, -0.580]], "charge": 1, "s2": 0.764, "e_lumo_ev": [-2.73, -2.65], "homo_energy_ev": [-9.96, -10.01], "spin_multiplicity": 2, "gap_ev": [7.22, 7.37]}

Record 2
{"formula": "C47H63IN8NaO4P4S2Se2", "method": "ωB97M-V with the def2-TZVPD basis set", "species": ["I", "Se", "Se", "S", "S", "P", "P", "P", "P", "Na", "O", "O", "O", "O", "N", "N", "N", "N", "N", "N", "N", "N", "C", "C", "C", "C", "C", "C", "C", "C", "C", "C", "C", "C", "C", "C", "C", "C", "C", "C", "C", "C", "C", "C", "C", "C", "C", "C", "C", "C", "C", "C", "C", "C", "C", "C", "C", "C", "C", "C", "C", "C", "C", "C", "C", "C", "C", "C", "C", "H", "H", "H", "H", "H", "H", "H", "H", "H", "H", "H", "H", "H", "H", "H", "H", "H", "H", "H", "H", "H", "H", "H", "H", "H", "H", "H", "H", "H", "H", "H", "H", "H", "H", "H", "H", "H", "H", "H", "H", "H", "H", "H", "H", "H", "H", "H", "H", "H", "H", "H", "H", "H", "H", "H", "H", "H", "H", "H", "H", "H", "H", "H"], "positions_angstrom": [[2.140, -4.586, -0.914], [5.701, -1.319, 2.343], [-0.062, 2.730, 1.395], [-5.344, 0.445, 2.520], [-3.445, 1.437, -0.097], [-4.816, 1.872, 1.250], [-3.034, -3.095, -0.447], [5.337, -0.163, 0.583], [1.989, 2.451, 1.088], [-0.899, -1.378, 0.964], [-4.364, 3.100, 2.184], [-6.127, 2.558, 0.593], [-2.590, -2.611, 0.884], [0.487, -3.018, 1.303], [-2.803, -1.989, -1.643], [-2.187, -4.470, -0.801], [1.868, -0.987, -0.556], [1.410, 0.092, 0.049], [2.107, -2.151, 2.599], [-2.230, -0.141, 3.142], [-4.634, -3.486, -0.608], [3.177, -1.040, -0.488], [2.544, 3.485, -0.312], [2.756, -3.738, 0.922], [2.453, 0.788, 0.537], [-4.469, 5.253, 1.077], [3.955, 2.044, 3.042], [3.080, 4.757, -0.148], [3.208, 5.026, -2.535], [-2.488, -1.669, -3.949], [6.372, 3.780, 0.242], [6.515, -0.819, -3.251], [3.409, 5.524, -1.257], [-1.497, -1.322, -1.784], [7.656, 3.787, 0.758], [-3.559, -1.917, -2.894], [-6.601, -4.436, 0.268], [-2.849, 4.741, 2.936], [-2.331, -5.165, -2.078], [4.564, 3.672, 4.694], [-6.825, 2.160, -0.585], [-1.649, -5.362, 0.237], [-1.826, -6.752, -0.363], [6.547, -2.231, -0.859], [-5.623, -2.392, -0.477], [2.818, 4.154, 3.113], [8.228, 2.604, 1.214], [1.667, -2.932, 1.597], [5.655, 2.592, 0.183], [-6.660, -2.931, 0.500], [3.018, 2.914, 2.507], [7.054, -2.809, -2.014], [7.038, -2.106, -3.208], [2.666, 3.759, -2.703], [-1.514, -0.762, -3.209], [-6.205, 2.827, -1.798], [-1.620, -6.499, -1.855], [3.604, 0.058, 0.175], [6.008, -0.242, -2.102], [-3.576, 4.207, 1.719], [-1.100, -0.350, 3.281], [6.214, 1.417, 0.653], [-5.105, -4.681, 0.107], [7.510, 1.423, 1.168], [3.596, 4.534, 4.192], [2.331, 2.994, -1.598], [-6.930, 0.656, -0.743], [6.022, -0.950, -0.903], [4.732, 2.420, 4.128], [-2.860, 3.828, 0.982], [3.434, 5.499, 4.654], [-0.595, -5.134, 0.409], [-2.175, -5.218, 1.180], [-7.029, -5.023, 1.080], [-5.184, 2.470, -1.945], [9.232, 2.606, 1.617], [2.498, 3.366, -3.696], [7.431, -2.560, -4.108], [3.087, -1.894, 2.656], [-6.182, 3.909, -1.670], [-0.515, -0.733, -3.642], [-0.553, -6.388, -2.063], [5.589, 0.758, -2.138], [-6.799, 2.600, -2.684], [-4.878, -5.585, -0.463], [-5.155, -1.482, -0.101], [-2.012, -7.291, -2.494], [5.457, 1.720, 4.522], [2.025, 4.801, 2.757], [-3.240, -0.036, 2.937], [-7.318, 0.201, 0.167], [3.828, 6.512, -1.117], [-3.570, 5.088, 3.678], [-3.389, -5.318, -2.330], [-0.680, -2.041, -1.649], [-2.006, -2.611, -4.220], [-4.631, -4.767, 1.093], [1.899, 2.010, -1.732], [-1.879, -4.590, -2.890], [-7.122, -4.701, -0.655], [4.068, 1.045, 2.652], [3.613, -3.107, 0.707], [-4.125, -2.835, -3.054], [3.264, 5.150, 0.841], [-5.953, 0.226, -0.958], [-1.123, -7.475, 0.049], [7.941, 0.507, 1.551], [6.550, -2.769, 0.080], [7.455, -3.814, -1.981], [5.914, 4.691, -0.118], [5.168, 3.972, 5.540], [-2.205, 5.574, 2.653], [-4.266, -1.079, -2.858], [6.498, -0.270, -4.183], [3.053, -4.560, 1.569], [-2.840, -7.120, -0.181], [-3.862, 6.091, 0.730], [-2.890, -1.217, -4.857], [-1.905, 0.257, -3.187], [-7.648, -2.501, 0.337], [-7.832, 2.565, -0.428], [-2.227, 3.967, 3.383], [-6.353, -2.684, 1.517], [-5.008, 4.837, 0.229], [3.468, 5.624, -3.399], [8.215, 4.712, 0.809], [-5.197, 5.625, 1.800], [-1.368, -0.490, -1.086], [-7.605, 0.430, -1.572], [1.426, -1.525, 3.013], [-6.064, -2.184, -1.457], [4.659, 2.591, -0.243]], "charge": -1, "e_lumo_ev": 1.96, "homo_energy_ev": -4.87, "gap_ev": 6.83}